No. 1
{
  "formula": "C31H56BClF6IN3O16S",
  "method": "ωB97M-V/def2-TZVPD",
  "elements": ["C", "C", "B", "O", "C", "I", "N", "Cl", "C", "C", "C", "N", "C", "C", "C", "C", "O", "C", "N", "C", "O", "C", "C", "C", "F", "C", "C", "C", "C", "O", "C", "O", "S", "O", "O", "C", "F", "F", "C", "F", "F", "F", "H", "H", "H", "H", "H", "H", "H", "H", "H", "H", "H", "H", "H", "H", "H", "H", "H", "H", "H", "H", "H", "H", "H", "H", "H", "H", "H", "H", "H", "H", "H", "H", "H", "H", "H", "H", "H", "H", "C", "O", "C", "O", "O", "C", "H", "H", "H", "H", "H", "H", "C", "O", "C", "O", "O", "C", "H", "H", "H", "H", "H", "H", "C", "O", "C", "O", "O", "C", "H", "H", "H", "H", "H", "H"],
  "positions_angstrom": [[-4.15, 2.55, -1.50], [-2.69, 2.33, -1.07], [-2.44, 1.96, 0.45], [-3.43, 2.02, 1.38], [-0.94, 1.55, 0.94], [-0.63, 2.68, 2.78], [0.10, 1.98, -0.01], [0.30, 3.67, -0.26], [-0.71, 0.01, 1.15], [-1.60, -0.48, 2.31], [-1.47, -1.98, 2.63], [-2.66, -2.81, 2.33], [-2.35, -4.24, 2.17], [-2.90, -4.79, 0.85], [-3.70, -2.54, 3.29], [-3.53, -3.04, 4.71], [-4.63, -1.88, 2.98], [-1.10, -0.75, -0.15], [-2.50, -1.15, -0.16], [-3.13, -1.07, -1.49], [0.67, -0.16, 1.60], [1.79, -0.70, 0.96], [2.12, -0.27, -0.50], [1.48, -0.87, -1.75], [0.62, 0.05, -2.38], [3.03, -0.21, 1.81], [2.75, 1.00, 2.71], [4.07, 1.40, 3.45], [4.05, 1.06, 4.94], [5.27, 0.35, 5.26], [5.34, -0.05, 6.55], [6.12, 0.36, 7.32], [2.00, -2.56, 0.93], [0.81, -3.26, 0.54], [3.21, -2.75, 0.16], [2.50, -3.38, 2.59], [2.15, -4.65, 2.41], [3.83, -3.31, 2.65], [1.93, -2.93, 3.97], [2.86, -3.09, 4.90], [0.89, -3.66, 4.30], [1.58, -1.65, 3.97], [-4.84, 2.70, -0.67], [-4.22, 3.44, -2.14], [-4.53, 1.73, -2.12], [-2.22, 1.55, -1.69], [-2.11, 3.23, -1.29], [-4.04, 2.76, 1.26], [-0.08, 1.58, -0.92], [-2.65, -0.24, 2.12], [-1.31, 0.06, 3.21], [-1.24, -2.05, 3.70], [-0.63, -2.44, 2.10], [-2.80, -4.83, 2.98], [-1.27, -4.40, 2.22], [-3.09, -5.87, 0.93], [-3.86, -4.30, 0.63], [-2.20, -4.64, 0.03], [-3.12, -4.04, 4.78], [-2.81, -2.38, 5.21], [-4.49, -2.96, 5.22], [-0.44, -1.62, -0.21], [-0.91, -0.17, -1.06], [-2.56, -2.13, 0.11], [-2.45, -1.30, -2.31], [-3.61, -0.10, -1.64], [-3.93, -1.82, -1.53], [1.95, 0.82, -0.52], [3.19, -0.41, -0.63], [0.92, -1.80, -1.59], [2.26, -1.09, -2.49], [3.42, -1.01, 2.44], [3.84, 0.07, 1.14], [2.43, 1.84, 2.10], [2.00, 0.77, 3.46], [4.20, 2.48, 3.34], [4.92, 0.88, 3.01], [4.00, 1.96, 5.57], [3.19, 0.42, 5.20], [4.61, -0.83, 6.81], [-2.91, -0.21, -6.89], [-3.46, 0.70, -5.93], [-4.66, 1.18, -6.24], [-5.29, 0.91, -7.23], [-5.05, 2.02, -5.28], [-6.33, 2.61, -5.49], [-1.95, -0.51, -6.50], [-3.56, -1.08, -7.00], [-2.79, 0.28, -7.85], [-7.10, 1.85, -5.55], [-6.34, 3.20, -6.41], [-6.50, 3.25, -4.64], [13.40, 0.97, 6.26], [12.28, 0.17, 5.89], [11.16, 0.45, 6.57], [11.06, 1.29, 7.43], [10.20, -0.35, 6.13], [8.92, -0.16, 6.78], [14.22, 0.63, 5.63], [13.20, 2.02, 6.08], [13.65, 0.82, 7.31], [8.56, 0.85, 6.61], [9.01, -0.36, 7.85], [8.26, -0.88, 6.32], [-6.71, 1.22, -10.70], [-6.82, 2.64, -10.56], [-5.71, 3.31, -10.86], [-4.67, 2.83, -11.24], [-5.94, 4.61, -10.68], [-4.82, 5.45, -10.98], [-7.67, 0.82, -10.41], [-6.48, 0.95, -11.73], [-5.94, 0.83, -10.03], [-4.53, 5.35, -12.02], [-3.98, 5.21, -10.34], [-5.16, 6.47, -10.79]],
  "mulliken_charge": [-1.413, -0.249, 1.308, -0.545, -1.521, 0.024, 0.035, -0.152, 1.078, -1.488, -0.898, 0.786, -0.026, -1.406, 0.486, -1.212, -0.554, -1.582, 0.037, -0.951, 0.311, 1.140, -1.435, -0.409, -0.391, -1.756, 0.253, -1.023, -0.489, -0.204, 0.058, -0.472, 1.439, -0.555, -0.774, 0.426, -0.261, -0.278, 0.804, -0.289, -0.288, -0.114, 0.175, 0.380, 0.236, 0.305, 0.345, 0.318, 0.240, 0.685, 0.865, 0.135, -0.439, 0.462, 0.073, 0.439, 0.289, 0.260, 0.335, 0.238, 0.405, 0.836, 0.339, -0.108, 0.316, -0.010, 0.476, 0.628, 0.765, 0.251, 0.395, 0.142, 0.549, 0.087, 0.137, 0.449, 0.449, 0.368, 0.321, 0.425, -0.660, -0.258, 0.756, -0.561, -0.225, -0.677, 0.192, 0.311, 0.305, 0.331, 0.299, 0.187, -0.629, -0.326, 0.766, -0.543, -0.329, -0.625, 0.213, 0.292, 0.294, 0.317, 0.326, 0.230, -0.544, -0.317, 0.826, -0.551, -0.329, -0.628, 0.216, 0.312, 0.218, 0.293, 0.290, 0.217],
  "total_charge": 0,
  "e_above_lowest_kj_mol": 0.00,
  "e_lumo_ev": 0.1215,
  "gap_ha": 0.3329
}

---

No. 2
{
  "formula": "C31H56BN6O2Rh",
  "method": "ωB97M-V/def2-TZVPD",
  "elements": ["Rh", "C", "C", "C", "C", "C", "C", "C", "C", "C", "N", "N", "B", "N", "N", "C", "C", "C", "C", "C", "C", "C", "C", "C", "N", "N", "C", "C", "C", "C", "C", "C", "C", "C", "C", "H", "H", "H", "H", "H", "H", "H", "H", "H", "H", "H", "H", "H", "H", "H", "H", "H", "H", "H", "H", "H", "H", "H", "H", "H", "H", "H", "H", "H", "H", "H", "H", "H", "H", "H", "H", "H", "H", "H", "H", "H", "H", "H", "H", "H", "H", "C", "O", "C", "C", "O", "C", "H", "H", "H", "H", "H", "H", "H", "H", "H", "H"],
  "positions_angstrom": [[0.54, -1.23, -0.78], [-0.98, -4.86, 2.00], [-1.43, -3.83, 0.96], [-0.66, -4.00, -0.35], [-1.36, -2.44, 1.53], [-2.06, -1.98, 2.64], [-1.83, -0.60, 2.69], [-2.38, 0.24, 3.80], [-3.59, 1.06, 3.34], [-1.33, 1.11, 4.47], [-1.04, -0.27, 1.64], [-0.73, -1.40, 0.98], [-0.81, 1.12, 0.95], [0.72, 1.40, 0.83], [1.50, 0.42, 0.31], [2.79, 0.78, 0.40], [2.84, 2.05, 0.94], [1.51, 2.43, 1.21], [1.29, 3.79, 1.80], [-0.03, 4.20, 2.43], [1.73, 4.86, 0.78], [3.94, -0.09, 0.03], [4.49, 0.28, -1.35], [5.05, 0.03, 1.07], [-1.44, 1.04, -0.49], [-1.30, -0.10, -1.19], [-2.21, -0.14, -2.18], [-2.90, 1.06, -2.17], [-2.39, 1.80, -1.10], [-2.74, 3.23, -0.87], [-1.47, 4.09, -0.98], [-3.51, 3.51, 0.42], [-2.45, -1.34, -3.05], [-3.75, -1.20, -3.82], [-1.26, -1.54, -3.98], [-1.06, -5.86, 1.59], [-1.61, -4.81, 2.89], [0.05, -4.68, 2.30], [-2.49, -4.00, 0.76], [0.38, -4.24, -0.13], [-0.70, -3.07, -0.96], [-1.08, -4.81, -0.94], [-2.65, -2.55, 3.32], [-2.75, -0.47, 4.55], [-3.28, 1.86, 2.68], [-4.08, 1.49, 4.21], [-4.31, 0.43, 2.82], [-0.93, 1.84, 3.78], [-0.52, 0.50, 4.85], [-1.78, 1.63, 5.31], [-1.33, 1.96, 1.57], [3.71, 2.63, 1.14], [2.04, 3.83, 2.61], [-0.83, 4.26, 1.69], [0.09, 5.18, 2.87], [-0.34, 3.52, 3.22], [1.01, 4.92, -0.03], [2.70, 4.63, 0.36], [1.78, 5.82, 1.27], [3.56, -1.12, 0.00], [4.81, 1.32, -1.37], [3.74, 0.14, -2.12], [5.35, -0.34, -1.59], [5.49, 1.02, 1.04], [5.85, -0.68, 0.86], [4.67, -0.16, 2.07], [-3.67, 1.37, -2.84], [-3.41, 3.50, -1.69], [-0.68, 3.68, -0.37], [-1.70, 5.11, -0.67], [-1.13, 4.13, -2.01], [-2.87, 3.42, 1.30], [-4.34, 2.82, 0.52], [-3.91, 4.52, 0.39], [-2.52, -2.22, -2.39], [-3.69, -0.41, -4.56], [-4.58, -0.99, -3.15], [-3.98, -2.13, -4.34], [-1.15, -0.69, -4.65], [-1.38, -2.44, -4.58], [-0.35, -1.64, -3.38], [2.88, -3.54, 0.67], [2.30, -2.98, -0.50], [2.98, -3.36, -1.68], [2.17, -2.90, -2.89], [1.90, -1.50, -2.78], [2.16, -0.77, -3.97], [2.75, -4.63, 0.69], [2.36, -3.09, 1.52], [3.95, -3.32, 0.74], [3.09, -4.45, -1.71], [3.98, -2.90, -1.69], [1.22, -3.44, -2.92], [2.73, -3.11, -3.80], [3.23, -0.82, -4.21], [1.87, 0.27, -3.78], [1.58, -1.16, -4.81]],
  "lowdin_spin": [2.491, 0.002, 0.003, 0.028, 0.019, 0.008, 0.014, 0.002, 0.001, 0.001, 0.004, 0.136, -0.003, 0.017, 0.407, 0.007, 0.251, 0.212, 0.042, 0.002, 0.032, -0.008, -0.004, -0.002, 0.001, 0.130, 0.020, 0.010, 0.017, 0.003, 0.002, 0.001, 0.001, 0.000, 0.003, 0.000, 0.000, 0.000, 0.000, 0.001, 0.011, 0.001, 0.001, 0.000, 0.000, 0.000, 0.000, 0.000, 0.000, 0.000, 0.000, 0.008, 0.019, 0.001, 0.000, 0.000, 0.001, 0.002, 0.003, -0.001, 0.000, 0.000, -0.001, 0.000, 0.000, 0.000, 0.001, 0.000, 0.001, 0.000, 0.000, 0.000, 0.000, 0.000, 0.000, 0.000, 0.000, 0.000, 0.000, 0.000, 0.003, 0.002, 0.038, 0.003, 0.002, 0.041, 0.003, 0.001, 0.000, 0.000, 0.001, 0.000, 0.000, 0.001, 0.001, 0.000, 0.001],
  "total_charge": 2,
  "e_above_lowest_kj_mol": 55.77,
  "e_lumo_ev": [-4.8628, -9.5483],
  "gap_ha": [0.3355, 0.1547],
  "spin_multiplicity": 5,
  "s2": 6.03
}

---

No. 3
{
  "formula": "C31H56Br2F3IN3O2",
  "method": "ωB97M-V/def2-TZVPD",
  "elements": ["C", "C", "N", "C", "C", "C", "C", "C", "C", "C", "C", "N", "I", "C", "C", "C", "C", "C", "C", "C", "C", "C", "C", "C", "C", "C", "N", "C", "C", "C", "F", "Br", "C", "F", "F", "Br", "H", "H", "H", "H", "H", "H", "H", "H", "H", "H", "H", "H", "H", "H", "H", "H", "H", "H", "H", "H", "H", "H", "H", "H", "H", "H", "H", "H", "H", "H", "H", "H", "H", "H", "H", "H", "H", "H", "H", "H", "H", "H", "H", "H", "H", "H", "H", "H", "O", "C", "O", "C", "C", "C", "H", "H", "H", "H", "H", "H", "H", "H"],
  "positions_angstrom": [[1.86, -1.43, 3.63], [1.22, -0.47, 3.02], [0.97, -0.51, 1.60], [2.18, -0.29, 0.76], [3.19, -1.44, 0.73], [4.15, -1.28, -0.46], [5.65, -1.32, -0.08], [6.28, 0.07, -0.06], [5.70, 0.99, 1.04], [6.73, 2.00, 1.56], [-0.22, -0.70, 1.06], [-1.39, -0.81, 1.76], [-1.88, 0.63, 3.18], [-2.49, -0.97, 0.77], [-1.83, -0.51, -0.52], [-2.44, -0.89, -1.87], [-2.83, 0.30, -2.77], [-4.33, 0.36, -3.03], [-5.14, 0.61, -1.73], [-6.43, 1.42, -1.92], [-7.70, 0.56, -1.96], [-8.98, 1.37, -1.73], [-9.61, 1.14, -0.36], [-11.09, 1.52, -0.31], [-11.66, 1.57, 1.12], [-12.77, 0.55, 1.36], [-0.40, -0.86, -0.28], [0.22, -2.02, -0.96], [-0.65, -3.28, -1.04], [-0.06, -4.47, -0.31], [1.15, -4.78, -0.84], [0.18, -4.07, 1.58], [-0.96, -5.73, -0.40], [-0.47, -6.72, 0.37], [-2.19, -5.41, 0.05], [-1.09, -6.38, -2.21], [2.07, -2.38, 3.14], [2.20, -1.30, 4.65], [0.86, 0.41, 3.54], [2.68, 0.58, 1.18], [1.84, -0.02, -0.24], [3.77, -1.41, 1.65], [2.68, -2.41, 0.71], [3.96, -0.31, -0.94], [3.94, -2.03, -1.23], [5.77, -1.80, 0.89], [6.18, -1.92, -0.82], [6.13, 0.54, -1.03], [7.35, -0.01, 0.09], [5.37, 0.36, 1.87], [4.83, 1.52, 0.66], [7.54, 2.17, 0.85], [6.26, 2.97, 1.77], [7.19, 1.66, 2.48], [-3.31, -0.29, 1.00], [-2.89, -1.98, 0.79], [-1.86, 0.58, -0.46], [-1.75, -1.53, -2.42], [-3.32, -1.52, -1.68], [-2.28, 0.24, -3.71], [-2.53, 1.24, -2.29], [-4.64, -0.59, -3.47], [-4.54, 1.16, -3.74], [-5.41, -0.37, -1.32], [-4.48, 1.08, -0.99], [-6.35, 1.98, -2.86], [-6.52, 2.14, -1.10], [-7.61, -0.21, -1.19], [-7.74, 0.05, -2.93], [-9.72, 1.13, -2.50], [-8.73, 2.43, -1.82], [-9.07, 1.70, 0.41], [-9.53, 0.08, -0.10], [-11.64, 0.76, -0.87], [-11.23, 2.49, -0.80], [-10.85, 1.35, 1.82], [-12.03, 2.57, 1.36], [-12.36, -0.46, 1.38], [-13.50, 0.57, 0.54], [-13.30, 0.73, 2.29], [0.54, -1.71, -1.95], [1.13, -2.25, -0.41], [-1.66, -3.14, -0.68], [-0.74, -3.58, -2.09], [9.51, 1.30, 0.19], [10.58, 1.82, 0.38], [10.72, 2.58, 1.49], [11.98, 3.13, 1.90], [12.27, 4.45, 1.21], [11.72, 1.70, -0.60], [12.78, 2.40, 1.76], [11.86, 3.28, 2.97], [12.38, 4.32, 0.13], [13.20, 4.87, 1.60], [11.47, 5.16, 1.39], [11.58, 2.47, -1.37], [11.65, 0.73, -1.08], [12.71, 1.82, -0.17]],
  "mulliken_charge": [-0.980, -0.428, 0.655, -1.630, -0.140, -1.018, -1.183, -0.600, 0.321, -1.225, 0.351, -0.754, 0.292, -0.781, -0.138, -0.341, -1.476, -0.923, -0.117, -0.819, -0.689, -0.822, -0.710, -0.578, -0.437, -1.281, 0.451, -0.050, -1.025, 0.285, -0.317, -0.031, 0.501, -0.184, -0.206, -0.094, 0.126, 0.350, 0.495, 0.553, 0.577, 0.456, 0.515, 0.495, 0.549, 0.472, 0.325, 0.280, 0.355, 0.118, 0.134, 0.179, 0.367, 0.308, 0.436, 0.307, 0.705, 0.415, 0.515, 0.372, 0.500, 0.230, 0.546, 0.361, 0.150, 0.267, 0.370, 0.446, 0.245, 0.448, 0.408, 0.304, 0.300, 0.358, 0.333, 0.298, 0.351, 0.301, 0.337, 0.374, 0.404, -0.739, 0.408, 0.750, -0.524, 0.814, -0.377, -0.419, -0.978, -1.135, 0.371, 0.320, 0.276, 0.366, 0.303, 0.278, 0.331, 0.342],
  "total_charge": 1,
  "e_lumo_ev": -3.9165,
  "gap_ha": 0.2872
}